[1]
# C44H57FIrN7O6S2

A molecular structure, C44H57FIrN7O6S2 at a distorted geometry (ωB97M-V with the def2-TZVPD basis set, OMol25).

Cartesian coordinates (Å):
Ir: 0.614 1.198 1.400
C: 1.053 3.391 4.421
O: 0.321 2.476 3.606
C: -0.876 2.034 4.116
C: -1.259 2.175 5.445
C: -2.505 1.718 5.840
C: -3.376 1.140 4.923
C: -3.004 1.013 3.602
C: -1.742 1.440 3.197
N: -1.300 1.404 1.861
N: -2.237 1.232 0.974
C: -2.050 1.547 -0.296
C: -0.914 2.338 -0.770
O: 0.039 2.682 -0.006
C: -0.924 2.789 -2.132
C: -1.930 2.440 -2.962
C: -3.053 1.647 -2.546
C: -4.088 1.354 -3.442
C: -5.190 0.638 -3.022
C: -5.267 0.204 -1.698
C: -4.252 0.479 -0.803
C: -3.130 1.208 -1.213
H: 1.461 2.879 5.293
H: 0.397 4.206 4.731
H: 1.848 3.771 3.794
H: -0.604 2.640 6.164
H: -2.803 1.823 6.873
H: -4.345 0.791 5.248
H: -3.671 0.574 2.877
H: -0.088 3.387 -2.462
H: -1.899 2.760 -3.996
H: -4.023 1.713 -4.460
H: -6.001 0.438 -3.707
H: -6.141 -0.336 -1.361
H: -4.324 0.142 0.221
C: -1.641 -6.040 0.201
C: -2.570 -4.855 0.384
N: -1.865 -3.566 0.230
C: -1.418 -2.958 1.326
C: -0.713 -1.771 1.330
C: -0.282 -1.257 2.685
O: -0.713 -1.753 3.699
O: 0.650 -0.334 2.699
C: -0.445 -1.147 0.102
O: 0.180 -0.032 -0.063
C: -0.931 -1.786 -1.090
C: -0.743 -1.197 -2.348
C: -1.217 -1.800 -3.469
F: -1.066 -1.160 -4.642
C: -1.882 -3.052 -3.442
C: -2.068 -3.630 -2.193
C: -1.629 -3.001 -1.017
N: -2.311 -3.707 -4.597
C: -3.578 -4.420 -4.612
C: -3.374 -5.796 -5.249
N: -2.310 -5.676 -6.315
C: -2.354 -4.323 -6.958
C: -1.906 -3.276 -5.936
H: -2.207 -6.966 0.291
H: -0.864 -6.047 0.963
H: -1.154 -6.026 -0.774
H: -3.008 -4.844 1.382
H: -3.406 -4.864 -0.314
H: -1.636 -3.431 2.277
H: -0.245 -0.242 -2.431
H: -2.527 -4.602 -2.131
H: -4.333 -3.847 -5.162
H: -3.969 -4.552 -3.607
H: -4.279 -6.163 -5.732
H: -3.022 -6.542 -4.538
H: -2.423 -6.414 -7.013
H: -1.391 -5.810 -5.888
H: -3.380 -4.183 -7.295
H: -1.701 -4.328 -7.829
H: -2.334 -2.315 -6.235
H: -0.820 -3.180 -5.964
C: 2.622 -0.774 4.742
N: 3.162 0.527 5.109
C: 3.124 0.799 6.543
C: 3.613 1.405 4.220
S: 3.167 1.451 2.538
N: 4.541 2.297 4.618
C: 4.839 3.525 3.890
C: 5.583 1.938 5.580
H: 3.172 -1.540 5.292
H: 2.735 -0.931 3.675
H: 1.566 -0.835 5.003
H: 2.179 0.408 6.920
H: 3.161 1.871 6.727
H: 3.934 0.309 7.082
H: 3.948 3.927 3.423
H: 5.594 3.351 3.122
H: 5.226 4.247 4.607
H: 5.598 0.863 5.733
H: 5.456 2.449 6.534
H: 6.541 2.231 5.151
C: 3.143 0.005 -3.281
C: 4.034 1.235 -3.201
C: 4.233 1.711 -1.770
S: 2.694 2.371 -1.074
O: 2.422 1.432 0.099
C: 3.291 3.884 -0.296
C: 3.436 5.035 -1.283
C: 2.117 5.530 -1.854
H: 3.002 -0.311 -4.313
H: 2.158 0.210 -2.855
H: 3.573 -0.828 -2.724
H: 3.609 2.046 -3.797
H: 5.017 1.026 -3.628
H: 4.998 2.484 -1.692
H: 4.487 0.893 -1.092
H: 4.235 3.636 0.193
H: 2.545 4.092 0.473
H: 4.119 4.752 -2.089
H: 3.936 5.845 -0.748
H: 1.628 4.771 -2.463
H: 2.279 6.401 -2.486
H: 1.427 5.816 -1.061

Cartesian forces, eV/Å:
-0.7 1.5 -1.0
-0.1 0.1 -0.1
0.2 -0.2 -0.5
-0.5 -0.2 0.1
0.2 0.0 -0.3
-0.1 -0.1 0.0
0.1 0.1 0.2
0.3 -0.1 -0.2
0.0 0.1 0.8
-1.1 -1.1 -0.8
0.7 1.1 0.9
0.6 0.1 -0.9
-1.2 -0.6 -0.1
1.1 -0.2 0.9
0.0 0.0 0.4
-0.1 -0.1 -0.1
0.2 0.2 0.0
-0.3 -0.2 0.0
0.2 0.1 -0.2
0.1 0.0 0.2
-0.1 -0.2 -0.1
0.1 0.1 0.0
0.0 0.0 0.0
0.1 0.0 0.0
0.1 0.1 0.0
0.0 0.0 0.1
0.0 0.0 0.0
0.0 0.0 0.0
0.0 0.0 0.0
0.0 0.0 0.0
0.0 0.0 0.0
0.0 0.0 0.0
0.0 0.0 0.0
0.0 0.0 0.0
0.0 0.0 0.0
0.0 0.0 0.0
-0.1 0.0 0.0
0.0 0.1 -0.1
0.0 0.2 0.0
-0.1 0.1 0.1
0.3 0.1 -0.1
0.0 -0.2 -0.1
0.1 0.2 0.1
0.0 -0.1 0.3
0.2 -0.1 -0.1
-0.1 -0.2 0.0
0.0 0.0 0.0
-0.1 0.0 0.0
0.0 0.0 0.0
0.1 0.0 0.2
0.1 0.2 0.0
0.0 -0.1 0.0
0.0 0.0 0.0
-0.1 -0.1 0.1
0.0 -0.1 0.0
0.1 -0.1 0.0
0.0 0.0 -0.1
0.1 0.1 -0.1
0.0 0.0 0.0
0.0 0.0 0.0
0.0 0.0 0.0
0.0 -0.1 0.0
0.0 0.0 0.0
0.0 0.0 0.0
0.0 0.1 0.0
0.0 0.0 0.0
0.0 0.0 0.0
0.0 0.0 0.0
0.0 0.0 0.0
0.0 0.0 0.0
0.0 0.0 0.0
-0.1 0.0 0.0
0.0 0.0 0.0
0.0 0.0 0.0
0.0 -0.1 0.0
0.0 0.0 0.0
-0.1 -0.2 -0.1
-0.1 0.0 -0.2
0.0 0.1 0.1
0.3 0.2 0.3
0.1 -0.2 0.2
-0.2 0.0 -0.1
0.0 0.0 -0.1
0.1 -0.1 0.1
0.0 0.0 0.0
0.0 0.0 0.1
0.0 0.0 0.0
0.0 0.0 0.0
0.0 0.0 0.0
0.0 0.0 0.0
-0.1 0.0 0.0
0.0 0.0 0.0
0.0 0.0 0.0
0.0 0.0 0.0
0.0 0.0 0.0
0.0 0.0 0.0
0.0 0.0 0.0
0.0 0.0 0.0
0.0 0.0 0.1
-0.3 0.4 -0.3
0.2 -0.9 0.7
0.1 -0.1 0.0
0.1 0.0 0.0
-0.1 0.0 0.0
0.0 0.0 0.0
-0.1 0.0 0.0
0.0 0.0 0.0
0.0 0.0 0.0
0.0 0.0 0.0
0.0 0.0 0.0
0.1 0.0 0.0
0.0 0.0 0.0
-0.1 0.1 0.0
0.0 0.0 0.0
0.0 0.0 0.0
0.0 0.0 0.0
0.0 0.0 0.0
0.0 0.0 0.0

## Properties
F_max, eV Å⁻¹: 1.90
Net charge: +3
Kohn-Sham gap (spin up / spin down), eV: 6.13 / 4.54
E_LUMO (spin up / spin down), eV: -7.36 / -8.95
Multiplicity: 2
Highest occupied orbital energy (spin up / spin down), eV: -13.4950 / -13.4931

These are the Mulliken partial charges, in e, on atoms 1 to 6: 4.399, -1.069, 0.035, 0.278, -0.687, -0.956

[2]
# C31H48Cl12N2OS2Si

7 unconnected molecules or ions with the total composition C31H48Cl12N2OS2Si at a distorted geometry (ωB97M-V with the def2-TZVPD basis set, OMol25).

Cartesian coordinates (Å):
C: 5.559 -0.131 -1.144
Si: 5.204 0.992 0.411
C: 3.824 2.284 -0.121
C: 4.463 0.030 1.911
C: 3.427 -1.148 1.352
C: 1.900 -1.009 1.971
C: 0.785 -1.022 0.726
C: -0.559 -1.895 1.195
C: -1.780 -1.625 0.118
C: -3.108 -0.915 0.834
C: -4.312 -0.949 -0.309
C: -5.762 -0.450 0.355
C: -6.669 -1.662 1.032
C: -8.131 -1.346 1.705
N: -9.107 -2.340 2.338
S: -10.394 -1.280 2.863
N: -9.910 0.347 2.369
C: -8.569 0.244 1.671
C: -7.712 1.505 1.011
C: -8.382 2.995 1.142
C: -8.351 3.897 -0.226
C: -8.399 5.491 0.281
S: -9.894 5.735 1.412
C: -6.267 1.134 0.332
O: -5.415 2.194 -0.257
C: 6.756 2.096 0.890
C: 6.868 2.951 2.288
C: 8.209 3.865 2.521
C: 9.414 3.958 1.413
C: 9.347 3.094 0.002
C: 7.983 2.158 -0.241
H: 4.482 -0.358 -1.607
H: 6.263 0.368 -1.934
H: 5.988 -1.203 -0.848
H: 2.801 1.773 -0.379
H: 3.746 3.045 0.796
H: 4.289 2.898 -1.004
H: 5.257 -0.425 2.645
H: 3.784 0.811 2.504
H: 3.888 -2.207 1.591
H: 3.300 -1.111 0.173
H: 1.718 -0.018 2.567
H: 1.683 -1.992 2.605
H: 1.210 -1.576 -0.238
H: 0.444 0.051 0.405
H: -0.865 -1.658 2.310
H: -0.291 -3.053 1.094
H: -2.180 -2.626 -0.375
H: -1.435 -0.874 -0.739
H: -2.890 0.217 1.095
H: -3.478 -1.505 1.781
H: -4.455 -2.073 -0.626
H: -4.044 -0.318 -1.274
H: -6.258 -2.773 1.027
H: -7.895 3.643 2.003
H: -9.522 2.838 1.421
H: -9.310 3.755 -0.891
H: -7.375 3.807 -0.864
H: -8.335 6.254 -0.603
H: -7.447 5.644 0.985
H: -10.102 7.111 1.602
H: -5.770 2.307 -1.196
H: 5.979 2.876 3.056
H: 8.269 4.502 3.511
H: 10.386 4.632 1.552
H: 10.196 3.167 -0.804
H: 7.965 1.562 -1.256
C: 6.314 -0.262 -5.256
Cl: 4.596 -0.675 -5.244
Cl: 6.569 1.414 -4.754
H: 6.844 -0.924 -4.567
H: 6.705 -0.393 -6.268
C: 1.358 -5.665 -0.373
Cl: 0.475 -4.572 -1.445
Cl: 2.885 -4.946 0.151
H: 0.743 -5.875 0.505
H: 1.568 -6.595 -0.908
C: -13.440 7.739 0.900
Cl: -12.724 7.287 2.452
Cl: -12.198 8.251 -0.248
H: -13.971 6.877 0.489
H: -14.140 8.563 1.058
C: 8.038 3.784 -7.600
Cl: 9.527 4.733 -7.697
Cl: 8.193 2.265 -8.490
H: 7.825 3.563 -6.552
H: 7.218 4.365 -8.029
C: 1.880 -9.339 0.430
Cl: 0.422 -8.340 0.420
Cl: 3.071 -8.737 -0.729
H: 2.317 -9.320 1.432
H: 1.611 -10.364 0.164
C: 5.558 -9.895 1.934
Cl: 5.589 -8.880 3.381
Cl: 4.212 -11.040 1.989
H: 5.447 -9.257 1.054
H: 6.496 -10.452 1.870

Cartesian forces, eV/Å:
-0.3 -1.3 -0.4
-0.3 0.8 -0.3
0.5 0.7 0.4
-1.0 -0.5 0.7
-0.1 0.1 0.0
-0.4 -0.9 -1.3
-0.5 -1.0 0.5
0.4 -0.2 -1.2
-0.9 0.6 0.6
-0.1 0.1 -1.3
-0.9 0.1 0.9
-2.6 -1.5 1.3
-0.1 3.5 -0.7
0.6 0.7 -0.4
1.9 6.5 -1.7
3.6 1.7 -2.2
4.0 -3.0 -1.8
-1.7 -2.0 1.3
2.2 -2.5 -0.5
-0.3 -0.5 -0.4
-0.5 1.6 0.5
1.8 -0.1 0.3
0.2 0.5 -0.5
-3.4 -1.5 2.1
-2.7 -2.5 -0.3
3.8 2.1 0.4
3.5 0.1 -3.5
-0.6 -1.7 -2.9
-2.6 -2.4 -1.3
-4.0 -0.1 3.4
1.3 2.6 3.2
2.4 0.6 0.7
-1.5 -1.0 1.4
-0.7 2.3 -0.6
1.9 1.2 0.4
-0.2 -1.6 -2.0
-1.2 -1.1 1.4
-1.6 0.9 -1.4
1.6 -1.6 -1.1
-1.0 2.1 -0.4
0.4 0.0 2.5
0.6 -2.1 -0.9
0.4 2.4 -1.1
-0.8 1.2 2.1
0.7 -1.9 0.7
0.5 -0.4 -2.3
-0.4 2.5 0.5
1.1 2.0 1.0
-0.6 -1.8 1.8
-0.4 -2.4 -0.3
0.8 1.2 -1.9
0.2 2.3 0.6
-0.6 -1.2 2.2
-0.9 2.7 -0.1
-0.8 -1.6 -1.7
2.5 0.2 -0.4
2.0 -0.1 1.3
-1.9 0.0 1.3
-0.4 -1.6 1.7
-1.9 -0.3 -1.7
0.8 -1.3 -0.6
0.7 -0.2 1.8
2.2 0.3 -1.6
0.0 -1.4 -2.3
-2.5 -1.6 0.0
-1.9 -0.2 1.8
-0.2 1.2 2.4
0.2 -0.3 -0.1
0.1 -0.1 0.0
0.1 0.1 0.0
-0.2 0.2 -0.1
-0.2 0.2 0.2
0.0 0.0 0.0
-0.1 0.0 -0.1
0.1 0.0 0.1
0.3 0.3 -0.3
0.0 0.6 0.1
-0.3 0.0 -0.1
-0.3 0.0 0.1
-0.1 0.1 -0.1
0.3 0.2 0.1
0.3 -0.2 0.0
-0.3 0.1 0.2
-0.1 0.1 0.1
-0.1 -0.1 0.0
0.2 0.0 -0.3
0.3 -0.2 0.0
0.0 -0.3 0.3
-0.4 -0.8 0.3
0.2 -0.1 0.0
-0.2 0.1 -0.4
0.1 0.3 0.0
0.4 0.1 -0.3
0.1 0.0 -0.1
0.1 -0.2 0.0
-0.1 -0.1 0.3
-0.3 0.1 0.1

## Properties
F_max, eV Å⁻¹: 6.95
Kohn-Sham gap, eV: 6.86
E_LUMO, eV: -1.27
Multiplicity: 1
Highest occupied orbital energy, eV: -8.1360

These are the Mulliken partial charges, in e, on atoms 1 to 6: -0.488, 0.225, -0.846, -0.498, 0.001, -0.500

[3]
# C53H54BrCsNOP2S4

A molecular structure, C53H54BrCsNOP2S4 at a distorted geometry (ωB97M-V with the def2-TZVPD basis set, OMol25).

Cartesian coordinates (Å):
Cs: -0.802 -2.130 -0.082
C: -2.521 -4.004 3.831
C: -1.430 -5.048 3.583
S: 0.139 -4.358 2.952
C: 0.828 -5.925 2.323
C: 1.672 -5.637 1.076
S: 0.687 -4.948 -0.337
C: -0.376 -6.290 -0.799
C: -1.781 -6.504 -0.187
S: -2.884 -5.005 -0.397
C: -4.021 -5.112 1.029
C: -4.340 -3.759 1.637
S: -2.859 -2.947 2.423
H: -2.154 -3.362 4.654
H: -3.466 -4.388 4.180
H: -1.791 -5.633 2.746
H: -1.218 -5.562 4.507
H: -0.012 -6.585 2.139
H: 1.371 -6.461 3.029
H: 2.315 -6.501 0.806
H: 2.372 -4.838 1.359
H: 0.182 -7.218 -0.664
H: -0.526 -6.236 -1.816
H: -1.677 -6.672 0.859
H: -2.222 -7.290 -0.808
H: -3.472 -5.725 1.735
H: -4.986 -5.707 0.815
H: -5.168 -3.746 2.367
H: -4.530 -3.045 0.820
C: 5.763 0.543 -3.730
C: 5.009 0.202 -2.460
C: 5.685 -0.226 -1.323
C: 4.978 -0.702 -0.194
C: 3.590 -0.583 -0.246
Br: 2.534 -1.278 1.235
N: 2.968 -0.131 -1.284
C: 3.670 0.296 -2.338
H: 6.618 1.295 -3.669
H: 5.091 0.902 -4.535
H: 6.176 -0.426 -4.140
H: 6.742 -0.245 -1.315
H: 5.455 -0.996 0.714
H: 3.052 0.689 -3.150
C: 4.583 3.674 -1.136
C: 3.134 3.972 -0.768
C: 2.925 5.452 -0.665
C: 2.723 3.371 0.579
C: 3.413 3.701 1.778
C: 3.059 3.157 2.992
C: 1.936 2.279 3.088
C: 1.207 1.918 1.964
P: -0.239 0.898 1.933
C: -1.564 2.145 1.692
C: -2.891 1.758 1.550
C: -3.953 2.656 1.597
C: -3.763 4.008 1.763
C: -2.425 4.450 1.827
C: -1.360 3.565 1.695
C: -0.402 0.424 3.723
C: 0.077 -0.834 4.058
C: -0.122 -1.403 5.311
C: -0.660 -0.643 6.338
C: -1.221 0.565 6.040
C: -1.075 1.100 4.716
C: 1.616 2.538 0.710
O: 0.844 2.109 -0.300
C: 1.170 2.504 -1.570
C: 0.202 2.093 -2.529
C: 0.526 2.407 -3.857
C: 1.522 3.300 -4.169
C: 2.287 3.786 -3.171
C: 2.194 3.376 -1.846
P: -1.358 1.262 -1.971
C: -1.461 -0.332 -2.931
C: -0.353 -0.932 -3.416
C: -0.282 -2.174 -3.946
C: -1.428 -2.984 -3.856
C: -2.627 -2.416 -3.462
C: -2.649 -1.139 -2.902
C: -2.615 2.386 -2.826
C: -3.048 2.377 -4.160
C: -3.847 3.375 -4.641
C: -4.357 4.390 -3.785
C: -3.991 4.416 -2.449
C: -3.082 3.398 -2.027
H: 5.293 4.127 -0.375
H: 4.839 4.278 -2.006
H: 4.705 2.628 -1.286
H: 3.569 5.842 0.083
H: 1.865 5.776 -0.484
H: 3.158 6.132 -1.548
H: 4.245 4.311 1.601
H: 3.612 3.327 3.891
H: 1.667 1.842 4.063
H: -3.115 0.722 1.515
H: -4.979 2.170 1.593
H: -4.685 4.687 1.787
H: -2.192 5.491 1.863
H: -0.312 3.934 1.842
H: 0.562 -1.486 3.331
H: 0.188 -2.452 5.447
H: -0.792 -1.066 7.292
H: -1.783 1.146 6.825
H: -1.460 2.070 4.601
H: -0.095 1.963 -4.624
H: 1.745 3.560 -5.207
H: 3.078 4.453 -3.486
H: 0.640 -0.462 -3.223
H: 0.630 -2.637 -4.160
H: -1.418 -4.012 -4.193
H: -3.569 -2.921 -3.528
H: -3.531 -0.749 -2.523
H: -2.799 1.510 -4.801
H: -4.130 3.411 -5.658
H: -5.033 5.174 -4.273
H: -4.352 5.164 -1.723
H: -2.861 3.410 -0.956

Cartesian forces, eV/Å:
0.0 0.7 -0.2
1.2 0.9 0.7
-0.5 0.7 -0.6
0.0 -0.2 0.3
-1.0 0.9 -1.4
-0.1 0.1 0.1
1.2 -0.4 0.7
-0.4 -1.0 1.7
0.1 1.5 -1.1
0.2 -0.3 -0.1
-1.0 -1.5 0.1
1.0 0.9 -0.1
-0.9 0.0 -0.2
-0.3 0.1 -0.4
-0.2 -0.6 0.1
0.1 -0.8 0.3
-0.1 -0.6 0.0
-0.2 0.0 -0.5
1.4 -0.5 1.5
-0.7 0.4 -0.2
-0.1 0.0 -0.4
0.0 -0.1 0.1
-0.1 0.4 -2.5
-0.4 -0.6 0.7
-0.1 -0.2 0.8
-0.2 -0.1 0.3
1.4 1.0 0.0
0.3 -0.2 -0.5
-0.4 -0.1 0.3
0.6 -0.3 -1.1
2.0 0.6 -0.1
-1.2 -1.0 1.3
0.1 1.3 -1.0
0.6 -0.8 0.1
0.5 0.2 -0.5
-0.9 0.4 0.0
-2.1 -0.1 -0.6
-1.2 -1.0 0.4
0.2 -0.1 0.6
-0.2 1.0 0.4
1.0 -0.1 0.0
0.4 -0.3 0.3
0.2 0.0 0.1
0.6 1.9 1.0
-1.1 -0.9 -0.4
-1.3 2.5 -1.5
-0.5 -0.4 0.7
-1.3 -1.3 -0.9
-1.1 -0.8 -0.3
0.5 0.1 0.0
1.8 2.4 -0.7
-1.1 -0.7 0.2
-0.4 2.0 -0.1
0.6 0.3 0.5
-1.6 -1.4 0.2
-0.6 0.9 -0.2
-0.4 -0.4 -0.9
0.9 -1.0 1.4
-0.1 0.1 -0.5
0.0 -1.4 0.1
0.9 -0.2 -0.4
-0.6 -0.6 -0.8
-0.3 1.8 -0.8
-0.1 -0.6 2.2
0.5 -1.1 1.9
0.2 0.1 -0.8
-2.2 -0.1 0.1
1.4 -0.2 -0.5
-1.6 -0.7 0.5
-0.3 -0.7 -1.4
1.7 0.7 0.5
0.5 0.5 0.1
-0.7 0.2 -0.6
-2.3 0.1 1.0
3.6 1.5 0.2
-2.3 -2.2 1.1
0.3 0.3 -1.2
0.0 0.9 0.9
2.4 0.4 -1.4
0.5 -0.4 0.1
0.7 -1.4 -0.2
-0.7 1.1 1.3
-0.4 0.8 -1.1
0.6 -0.8 -0.3
-1.2 1.3 1.4
-0.8 -1.0 -0.5
-0.1 -0.4 -0.4
0.5 -0.7 -0.1
0.4 0.4 1.1
0.8 -0.7 0.4
0.1 -1.5 0.4
1.2 0.9 0.5
0.3 0.3 0.3
0.2 0.4 -0.5
-0.3 -1.0 -0.1
1.2 1.0 -0.2
1.7 -0.9 0.1
0.0 0.6 0.2
-1.1 -0.2 -0.4
-0.1 0.3 -0.1
0.0 0.7 0.2
0.0 -0.5 1.2
0.8 -0.6 -1.0
-0.6 1.1 -0.6
-0.1 0.2 -0.2
-0.2 0.0 0.4
0.1 0.3 0.4
-0.8 0.1 -0.5
1.4 -0.4 -0.6
0.1 0.0 -0.1
-0.2 -0.6 0.1
-1.6 0.7 0.6
0.1 0.7 0.2
-0.3 -0.2 -0.9
1.0 -1.2 1.0
0.2 -0.5 -0.6
0.3 -0.1 -0.3

## Properties
F_max, eV Å⁻¹: 3.85
Net charge: +1
Kohn-Sham gap, eV: 8.20
E_LUMO, eV: -1.70
Multiplicity: 1
Highest occupied orbital energy, eV: -9.8973

These are the Mulliken partial charges, in e, on atoms 1 to 6: 0.612, -1.244, 0.129, 0.231, -0.967, -0.947

[4]
# C2H12N2O3

4 unconnected molecules or ions with the total composition C2H12N2O3 at a distorted geometry (ωB97M-V with the def2-TZVPD basis set, OMol25).

Cartesian coordinates (Å):
C: 1.804 0.509 2.735
N: 0.458 1.534 -0.453
C: 0.765 1.373 0.877
N: 1.755 0.720 1.327
H: 0.850 0.561 3.262
H: 2.207 -0.474 2.976
H: 2.479 1.206 3.250
H: 1.130 1.314 -1.166
H: -0.069 2.381 -0.592
H: -0.038 1.713 1.553
H: -2.167 -0.897 -0.184
H: -3.332 -0.153 0.404
O: -3.101 -1.023 0.056
H: 2.875 -2.426 -0.146
H: 2.453 -2.365 -1.581
O: 3.083 -2.834 -1.000
H: -4.046 1.091 -2.922
H: -4.065 -0.115 -2.005
O: -3.630 0.228 -2.802

Cartesian forces, eV/Å:
0.3 -0.1 1.1
0.0 0.5 0.9
-0.4 -0.8 0.0
0.2 0.1 -0.7
-0.3 0.2 -0.1
0.0 -0.2 -0.2
0.0 0.1 -0.2
0.3 0.0 0.1
-0.4 0.0 -0.5
0.2 0.2 -0.3
-0.1 0.0 -0.1
-0.2 0.4 0.2
0.1 -0.3 -0.1
0.2 -0.1 -0.1
0.4 -0.4 0.2
-0.6 0.6 -0.1
0.2 0.0 0.0
0.4 -0.1 0.1
-0.4 0.1 -0.1

## Properties
F_max, eV Å⁻¹: 1.12
Net charge: -1
Kohn-Sham gap (spin up / spin down), eV: 2.84 / 9.49
E_LUMO (spin up / spin down), eV: 3.61 / 3.52
Multiplicity: 2
Highest occupied orbital energy (spin up / spin down), eV: 0.7676 / -5.9763

These are the natural (NBO) partial charges, in e, on atoms 1 to 6: -0.430, -0.911, 0.039, -0.547, 0.170, 0.181